# 1
The following is a quantum chemistry calculation of a structure of composition H28Mg3O34S5 at a distorted geometry, from the OMol25 dataset.

Summary:
ΔE to the lowest compared entry with this formula, charge and spin in kcal per mole: 582.19
Orbital gap in eV: 1.4
Total charge: -4
HOMO in Eh: 0.0592
2S+1: 1

XYZ file:
```
70
Properties=species:S:1:pos:R:3:lowdin_charge:R:1
Mg 2.096 -13.752 -22.491 1.3713
Mg 0.155 -9.760 -16.914 1.2095
Mg -2.626 -8.849 -24.453 1.0548
S 2.454 -12.757 -14.843 0.0334
O 1.502 -12.354 -15.838 -0.3946
O 1.855 -13.681 -13.886 -0.4375
O 3.514 -13.400 -15.576 -0.3617
O 2.966 -11.636 -14.124 -0.3594
S 1.435 -10.546 -25.826 0.2034
O 2.492 -9.749 -26.452 -0.3659
O 0.279 -9.678 -25.429 -0.4283
O 0.966 -11.494 -26.833 -0.3471
O 1.989 -11.262 -24.611 -0.4539
S -1.704 -11.689 -20.851 0.0694
O -2.159 -10.731 -21.839 -0.4569
O -2.851 -12.437 -20.354 -0.4354
O -0.747 -12.639 -21.420 -0.4241
O -1.069 -10.973 -19.756 -0.4507
S 4.669 -8.519 -17.704 0.0963
O 5.314 -9.413 -18.658 -0.3825
O 3.254 -8.865 -17.693 -0.4414
O 5.324 -8.719 -16.358 -0.4101
O 4.786 -7.149 -18.044 -0.4157
S 0.608 -16.877 -25.742 0.1319
O 0.788 -15.902 -24.692 -0.4077
O -0.735 -17.513 -25.649 -0.3947
O 0.661 -16.156 -27.028 -0.3757
O 1.694 -17.854 -25.711 -0.4128
O 1.498 -7.534 -20.934 -0.0666
H 2.098 -7.775 -20.229 0.0231
H 1.592 -8.234 -21.580 0.0375
O -0.824 -6.943 -17.419 -0.0671
H -0.567 -6.540 -18.248 0.0446
H -1.256 -6.240 -16.934 0.0343
O -2.355 -10.933 -15.638 -0.0690
H -2.248 -11.624 -14.984 0.0488
H -3.300 -10.790 -15.685 0.0276
O -6.041 -12.618 -17.666 -0.0501
H -5.271 -12.373 -18.180 0.0320
H -5.953 -12.124 -16.851 0.0187
O -4.752 -16.284 -19.262 -0.0463
H -4.807 -15.338 -19.394 0.0255
H -5.652 -16.593 -19.360 0.0156
O -5.620 -8.502 -23.512 -0.0868
H -6.240 -7.916 -23.945 0.0273
H -6.116 -8.882 -22.786 0.0368
O -3.171 -14.959 -23.439 -0.0598
H -3.595 -14.513 -22.705 0.0118
H -2.236 -14.812 -23.301 0.0289
O 3.273 -12.314 -19.954 -0.0549
H 2.863 -12.746 -19.204 0.0439
H 3.888 -11.693 -19.565 0.0373
O -4.373 -7.756 -19.660 -0.0592
H -3.712 -8.318 -20.064 0.0337
H -4.004 -6.875 -19.711 0.0151
O -1.852 -6.241 -23.111 -0.0899
H -1.958 -5.311 -23.312 0.0323
H -1.121 -6.271 -22.493 0.0432
O -1.471 -15.254 -16.957 -0.0568
H -0.586 -14.952 -16.751 0.0319
H -1.996 -14.455 -16.988 0.0187
O -3.655 -11.390 -26.212 -0.0823
H -4.426 -11.702 -26.685 0.0262
H -2.922 -11.858 -26.613 0.0524
O -6.916 -11.438 -20.993 -0.0606
H -5.986 -11.657 -21.051 0.0325
H -7.115 -11.482 -20.057 0.0100
O 1.881 -16.087 -20.473 -0.0509
H 2.420 -16.599 -19.869 0.0433
H 1.025 -16.515 -20.453 0.0533
```

=====

# 2
The following is a quantum chemistry calculation of a cluster of 13 separate species, H28NO12 in total at a distorted geometry, from the OMol25 dataset.

Summary:
ΔE to the lowest compared entry with this formula, charge and spin in kcal per mole: 104.03
Orbital gap in eV: 10.6
Total charge: +1
HOMO in Eh: -0.5060
2S+1: 1

XYZ file:
```
41
Properties=species:S:1:pos:R:3:lowdin_charge:R:1
N -0.176 -0.170 0.313 0.3090
H -0.453 0.630 -0.141 0.0405
H 0.960 -0.102 0.276 0.1911
H -0.397 -1.105 -0.321 0.1921
H -0.632 -0.130 1.127 0.0264
O -2.190 -3.089 0.239 0.0370
H -3.154 -3.091 0.007 0.1165
H -1.937 -3.830 -0.092 -0.0363
O -0.137 3.701 -2.099 -0.0374
H 0.186 3.000 -1.634 -0.0852
H -0.259 3.533 -3.072 0.0759
O -2.669 -1.717 -1.959 -0.0634
H -2.376 -2.255 -1.157 -0.0022
H -3.099 -0.901 -1.813 0.0136
O -0.605 0.522 -2.707 -0.0901
H -1.365 -0.065 -2.814 0.0089
H -1.362 1.128 -3.036 0.1133
O 1.922 1.847 -1.149 -0.0583
H 2.739 1.633 -0.535 0.0553
H 2.418 2.222 -1.776 -0.0268
O 1.373 -1.658 -2.572 -0.0901
H 0.913 -0.799 -2.520 -0.0205
H 0.844 -2.046 -3.336 0.0801
O -2.414 -0.414 3.036 -0.0361
H -2.135 -0.172 3.860 -0.0139
H -2.496 -1.421 3.027 0.0865
O -2.063 2.537 1.202 0.0741
H -2.645 1.953 0.750 0.0598
H -1.976 3.311 0.897 -0.0540
O 1.344 -3.079 0.629 -0.0376
H 0.771 -3.771 1.142 0.1269
H 2.139 -3.317 0.302 -0.0130
O 0.577 2.024 1.950 -0.0796
H -0.310 2.448 1.780 0.0222
H 1.225 2.738 1.878 0.0515
O 3.632 0.849 0.614 0.0377
H 3.807 1.656 0.981 0.0257
H 3.337 0.401 1.342 -0.0383
O 2.524 -0.806 2.391 0.0580
H 2.012 -0.765 3.116 0.0107
H 2.128 -1.433 1.874 -0.0300
```

=====

# 3
The following is a quantum chemistry calculation of a cluster of 14 separate species, H28O14 in total at a distorted geometry, from the OMol25 dataset.

Summary:
ΔE to the lowest compared entry with this formula, charge and spin in kcal per mole: 37.33
Orbital gap in eV: 9.6
HOMO in Eh: -0.3600
2S+1: 1

XYZ file:
```
42
Properties=species:S:1:pos:R:3:lowdin_charge:R:1
O -0.543 -2.569 -0.969 -0.0288
H -1.253 -2.006 -1.218 -0.0078
H -1.092 -3.249 -0.584 0.0573
O 1.818 2.109 -2.585 -0.0195
H 1.963 3.021 -2.895 0.1084
H 2.538 1.838 -2.077 0.0471
O 2.526 -1.027 0.425 -0.0540
H 2.712 -1.078 1.383 0.0586
H 2.313 -1.899 0.095 -0.0356
O 0.114 -2.650 1.880 -0.0448
H -0.767 -2.323 1.693 -0.0023
H 0.065 -3.112 2.720 0.0658
O 1.408 2.403 0.046 -0.0085
H 0.637 2.900 0.245 0.0420
H 1.754 2.678 -0.807 0.0194
O -0.857 1.661 1.995 -0.0479
H -0.575 1.963 2.859 0.0662
H -0.121 1.138 1.710 -0.0215
O 0.405 -0.176 -2.451 -0.0780
H 0.971 0.604 -2.582 -0.0223
H 0.173 -0.195 -1.498 -0.0253
O -2.667 1.941 -0.008 -0.0566
H -2.149 2.425 -0.643 -0.0190
H -2.099 1.777 0.748 -0.0185
O 2.105 -3.375 -0.572 -0.0367
H 1.360 -2.903 -0.966 0.0212
H 1.692 -4.096 -0.109 0.0499
O -0.925 2.877 -1.849 0.0155
H -0.800 3.472 -2.583 0.0702
H -0.142 2.424 -1.832 -0.0464
O 0.129 0.135 0.146 -0.0735
H 0.780 0.837 0.049 0.0081
H 0.733 -0.497 0.478 -0.0071
O -2.173 -1.227 1.483 -0.0114
H -1.594 -0.627 1.067 -0.0261
H -2.707 -0.685 2.049 0.0621
O -2.620 -0.536 -1.363 -0.0514
H -3.369 -0.448 -1.965 0.0591
H -2.423 0.371 -1.114 -0.0038
O 0.871 -0.283 2.978 -0.0417
H 0.634 -1.127 2.706 -0.0634
H 1.178 -0.489 3.915 0.1011
```

=====

# 4
The following is a quantum chemistry calculation of a cluster of 14 separate species, H28O14 in total at a distorted geometry, from the OMol25 dataset.

Summary:
ΔE to the lowest compared entry with this formula, charge and spin in kcal per mole: 49.50
Orbital gap in eV: 9.8
HOMO in Eh: -0.3692
2S+1: 1

XYZ file:
```
42
Properties=species:S:1:pos:R:3:lowdin_charge:R:1
O 1.837 1.795 -1.775 -0.0486
H 0.941 2.104 -1.790 -0.0043
H 2.373 2.451 -2.302 0.1115
O -3.932 -1.253 2.090 -0.1030
H -4.467 -0.591 2.628 0.0601
H -3.006 -1.040 2.347 -0.0016
O -0.443 -0.337 -0.424 -0.0356
H -0.820 -0.623 0.372 -0.0154
H 0.461 -0.148 -0.119 0.0169
O -0.870 1.694 2.018 -0.0316
H -0.698 1.653 1.087 -0.0047
H -0.444 2.491 2.315 0.0675
O 1.876 2.452 1.003 -0.0145
H 1.815 2.436 0.050 0.0074
H 2.801 2.563 1.037 0.0600
O -1.259 -1.593 -2.776 -0.0825
H -1.036 -1.189 -1.892 0.0169
H -1.153 -2.552 -2.791 0.0675
O -1.780 -3.065 0.390 -0.0474
H -1.925 -3.648 1.116 0.0255
H -0.879 -2.769 0.373 -0.0404
O -0.365 0.955 -3.432 -0.0700
H -0.771 0.250 -2.868 0.0048
H -1.045 1.666 -3.305 0.0636
O 0.912 -2.967 -0.243 -0.0296
H 1.037 -2.211 -0.783 -0.0372
H 1.158 -3.698 -0.789 0.0480
O 1.992 -0.113 0.701 -0.0313
H 2.013 0.847 0.632 -0.0110
H 2.919 -0.296 0.689 0.0904
O 1.495 0.799 3.095 -0.0866
H 0.765 1.280 2.725 -0.0474
H 1.776 0.255 2.308 0.0057
O -0.925 -0.961 2.150 -0.0271
H -0.948 -0.059 2.394 -0.0148
H -0.370 -1.163 2.894 0.0740
O -0.702 2.531 -0.506 -0.0071
H -1.204 3.051 0.089 0.0524
H -1.246 2.059 -1.108 0.0385
O 1.555 -1.293 -2.408 -0.0300
H 1.792 -0.379 -2.274 0.0115
H 0.770 -1.386 -2.920 0.0000
```

=====

# 5
The following is a quantum chemistry calculation of a cluster of 14 separate species, H28O14 in total at a distorted geometry, from the OMol25 dataset.

Summary:
ΔE to the lowest compared entry with this formula, charge and spin in kcal per mole: 196.59
Orbital gap in eV: 9.2
HOMO in Eh: -0.3562
2S+1: 1

XYZ file:
```
42
Properties=species:S:1:pos:R:3:lowdin_charge:R:1
H 0.698 0.788 0.233 0.0435
H 0.286 -0.660 0.441 0.0078
H -0.700 -5.018 2.023 0.0360
H -0.549 -3.516 1.851 0.0050
H -3.829 -1.071 2.330 0.0744
H -5.265 -0.632 2.090 0.0816
H 1.879 -2.067 0.170 0.0228
H 2.662 -2.593 -1.023 0.0428
H -3.117 0.709 -3.512 0.0199
H -3.288 0.529 -2.013 -0.0244
H -2.035 -1.464 -2.928 0.0552
H -2.451 -1.442 -1.466 0.0305
H 0.928 4.315 3.834 0.0337
H 1.866 3.629 2.854 0.0290
H -0.784 -0.517 3.007 0.0577
H -0.623 -1.248 1.684 0.0219
H 4.353 -1.572 1.066 0.0132
H 5.063 -1.286 2.379 0.0368
H 3.693 -0.172 -2.294 0.0058
H 4.555 0.739 -3.152 0.0389
H 0.354 -1.775 -2.570 0.0341
H 1.655 -1.061 -2.900 0.0364
H 0.749 3.469 0.022 0.0266
H 1.703 2.808 -0.960 0.0514
H -3.868 -1.115 0.299 0.0324
H -4.933 -0.033 0.350 0.0386
H 0.519 4.995 -0.862 0.0479
H -0.726 4.140 -1.030 0.0697
O -0.064 0.238 0.447 -0.0684
O -0.181 -4.356 1.553 -0.0511
O -4.355 -0.416 1.856 -0.0718
O 1.804 -2.658 -0.588 -0.0693
O -3.208 1.208 -2.692 -0.0756
O -1.790 -1.090 -2.074 -0.0441
O 1.217 3.443 3.543 -0.0616
O -0.132 -0.724 2.327 -0.0662
O 5.215 -1.340 1.429 -0.0539
O 4.600 0.135 -2.403 -0.0478
O 1.080 -1.291 -2.161 -0.0780
O 1.468 3.666 -0.589 -0.1018
O -4.204 -0.356 -0.191 -0.0865
O -0.245 4.661 -0.378 -0.0934
```

=====

> ΔE to the lowest compared entry with this formula, charge and spin of number 3 (H28O14)?

37.33 kcal per mole

=====

> Among the records above, which one has the lowest HOMO?

H28NO12